1.
24
Properties=species:S:1:pos:R:3:forces:R:3 method="wB97M-V/def2-TZVPD" lumo_ev=-3.11 relative_energy_kj_mol=99.2 e_tot_ha=-727.0870 total_charge=+1 gap_ev=9.753 smiles=C[C@@](F)(I)[C@]1(C)C[N@@H+](C)C1
C -1.944148 -2.167139 -0.723883 0.8068 -0.9123 0.2413
C -1.887805 -0.599946 -0.719371 0.7569 -1.4511 1.5662
F -1.749650 -0.204908 -1.989121 -0.2671 0.3340 -1.8252
I -3.739402 0.290342 0.057435 0.4369 -0.1100 -0.3547
C -0.654771 -0.039659 0.019391 1.2929 0.5559 0.2618
C -0.740648 -0.391024 1.499902 -2.7797 0.6652 0.6273
C 0.929234 -0.270644 -0.482028 -2.1963 -0.3634 5.1212
N 1.099115 1.156285 -0.740806 -2.2320 0.9315 0.3519
C 2.229422 1.752808 -0.104379 4.2915 1.3508 1.3177
C -0.336503 1.484714 -0.315907 -3.4253 0.0402 1.2768
H -1.058797 -2.396717 -1.420528 -1.2779 -0.1111 0.9363
H -2.904196 -2.504681 -1.245136 1.4067 0.3457 0.9433
H -1.736026 -2.778784 0.316255 -0.8538 1.9753 -2.6194
H -1.862752 -0.222014 1.935492 2.8418 -0.5209 -1.1002
H -0.109249 0.259042 2.063340 0.5589 0.4018 0.5494
H -0.440425 -1.412900 1.674265 -0.0132 -0.3179 0.0911
H 1.506189 -0.561844 0.504902 -1.0113 0.5166 -2.2847
H 1.202009 -0.850695 -1.263451 0.6459 -1.9474 -2.4755
H 1.094558 1.326762 -1.726014 0.3490 0.1767 -0.8240
H 3.027292 2.004328 -0.915947 -1.3832 -0.4231 1.5159
H 2.052731 2.719093 0.495980 -0.1876 -1.6364 -1.0889
H 2.714911 0.952778 0.594317 -0.8744 1.7711 -1.1912
H -1.005843 1.757329 -1.193171 1.4182 0.0359 0.8280
H -0.647845 2.215733 0.569376 1.6965 -1.3072 -1.8645

***

2.
120
Properties=species:S:1:pos:R:3:forces:R:3 method="wB97M-V/def2-TZVPD" lumo_ev="-2.68 / -2.70" relative_energy_kj_mol=171.7 e_tot_ha=-7885.9696 total_charge=+1 gap_ev="6.486 / 6.792" spin_multiplicity=2
Y -0.405418 -1.919875 1.244763 -0.0388 0.2010 0.2545
N -1.543334 -4.717219 3.116267 0.1162 0.0248 -0.1668
N -0.609778 -5.606983 3.684662 -0.1482 0.0127 0.2450
C 0.647925 -5.596989 3.149558 0.1690 -0.0251 0.0472
N 1.485566 -6.560393 3.595453 -0.0479 -0.0105 -0.0324
N 0.907488 -4.681002 2.251541 -0.0768 0.0653 -0.2222
N 2.186016 -4.599730 1.811356 0.2897 0.3896 0.3131
O 3.227758 -5.124364 2.269877 -0.0661 -0.1044 -0.0556
O 2.366886 -4.000583 0.573180 -0.1503 -0.2641 -0.1826
H -2.430358 -4.835018 3.585566 0.0387 0.0717 0.0930
H -1.647405 -4.887457 2.117130 -0.0930 -0.0762 0.0154
H -0.953815 -6.517531 3.954316 0.0252 -0.0630 -0.1725
H 1.252959 -7.051839 4.440623 -0.0160 0.0200 0.0125
H 2.459522 -6.440483 3.346767 -0.0015 -0.0219 -0.0014
Se -0.202597 0.042698 5.131645 -0.0116 0.0175 -0.0432
Se -0.340748 -2.091882 4.157996 0.0687 -0.2119 1.0488
C 1.565954 -2.209725 3.945926 0.0419 0.0726 -0.0438
C 2.365732 -2.896752 4.840158 -0.0228 0.0030 -0.0137
C 3.729842 -2.913378 4.590786 0.0019 -0.0084 0.0027
C 4.216621 -2.236291 3.486106 0.0131 -0.0105 0.0209
C 3.324923 -1.582817 2.652484 -0.0338 0.1415 -0.1241
N 2.007939 -1.571362 2.867848 -0.1280 -0.0268 0.0282
C -1.606556 0.871408 4.125976 0.0587 -0.0516 -0.0564
C -2.324670 1.876401 4.771102 0.0548 -0.0196 0.0084
C -3.328697 2.514188 4.072819 0.0078 0.0678 0.0415
C -3.601518 2.102221 2.776266 -0.0003 -0.0261 -0.0075
C -2.840402 1.084634 2.234456 -0.0224 0.0834 0.2121
N -1.834414 0.478407 2.881326 -0.1253 0.0817 -0.0027
H 1.929877 -3.397389 5.693323 0.0099 -0.0098 -0.0040
H 4.400090 -3.451976 5.247331 -0.0008 0.0173 0.0076
H 5.272322 -2.230185 3.256068 -0.0057 0.0211 -0.0029
H 3.664138 -1.042027 1.778108 -0.0088 -0.0391 -0.0634
H -2.098535 2.131780 5.797246 -0.0094 0.0116 -0.0014
H -3.895718 3.310332 4.537178 -0.0180 -0.0146 -0.0016
H -4.394220 2.556327 2.197910 0.0066 -0.0103 -0.0196
H -3.028830 0.735101 1.234149 -0.0505 -0.0174 -0.0619
N -1.900126 -0.636167 -0.014709 0.0095 0.1535 -0.5993
C -2.098002 -0.106449 -1.032446 -0.0102 0.0372 0.0092
N -2.341052 0.497526 -2.145835 -0.1190 -0.1014 -0.0227
C -3.454781 1.453792 -2.255060 -0.0094 0.0351 -0.0403
C -4.434051 1.001814 -3.333821 0.0634 -0.0403 -0.0078
C -3.688764 0.420603 -4.554110 0.0648 0.0667 0.0125
C -2.215108 0.830299 -4.563072 -0.0637 -0.0338 0.0676
C -1.493589 0.266040 -3.344155 0.1139 -0.0055 -0.0621
H -3.026454 2.426697 -2.501987 -0.0029 -0.0159 0.0632
H -3.933906 1.538352 -1.279825 0.0139 -0.0003 0.0149
H -5.038258 1.866619 -3.614945 -0.0146 -0.0065 0.0016
H -5.112431 0.252275 -2.922288 -0.0098 0.0109 -0.0038
H -4.172249 0.740693 -5.476477 -0.0016 -0.0041 -0.0011
H -3.728730 -0.666834 -4.525797 -0.0414 -0.0222 -0.0215
H -2.110081 1.918868 -4.590923 0.0265 0.0002 -0.0293
H -1.721731 0.436286 -5.451330 0.0233 0.0335 -0.0050
H -0.524941 0.743094 -3.189415 0.0024 0.0300 0.0409
H -1.344176 -0.807800 -3.452247 -0.0781 -0.0082 0.0193
N -2.851081 -2.182758 2.290095 -0.0620 -0.0114 -0.1896
C -3.946801 -2.008508 1.993617 -0.0587 0.0386 0.1559
C -5.303521 -1.745924 1.616357 -0.0265 -0.0282 -0.1078
C -5.753188 -2.177380 0.367332 0.0414 -0.0255 0.0041
C -7.061239 -1.914837 -0.002371 -0.0180 0.0295 -0.0055
C -7.906003 -1.232033 0.863411 0.0132 -0.0099 0.0165
C -7.451195 -0.804730 2.105213 -0.0093 0.0166 -0.0178
C -6.145592 -1.055456 2.487573 0.0502 -0.0031 0.0381
H -5.079878 -2.710802 -0.292936 -0.0126 -0.0111 -0.0017
H -7.423579 -2.248897 -0.965096 0.0086 0.0041 -0.0014
H -8.928511 -1.033141 0.570973 0.0004 -0.0078 -0.0017
H -8.117026 -0.279401 2.776111 0.0036 0.0078 -0.0031
H -5.771641 -0.726570 3.448388 -0.0203 -0.0059 0.0067
C 2.028073 -3.179609 -1.985388 -0.0342 -0.0010 -0.0166
C 1.329153 -2.546533 -0.829988 0.0914 0.1667 -0.1319
O 0.519629 -1.561513 -0.970391 -0.0909 -0.0729 0.4068
N 1.466672 -2.937846 0.411953 0.4733 -0.0880 -0.1083
Te 3.069304 0.739762 -0.851940 -0.0176 -0.0124 0.0736
C 4.622423 2.186944 -1.045375 -0.0060 -0.0516 -0.0091
C 5.659788 1.989130 -1.963040 0.0102 -0.0524 -0.0056
C 5.792253 0.783320 -2.861466 -0.0233 0.0432 0.0518
C 6.648217 2.967289 -2.080217 0.0021 0.0026 -0.0045
C 6.638576 4.121370 -1.318634 0.0034 0.0052 -0.0066
C 7.714119 5.162985 -1.459201 -0.0321 -0.0121 0.0036
C 5.605980 4.288695 -0.401101 0.0044 -0.0082 -0.0227
C 4.602590 3.344154 -0.244610 -0.0437 0.0088 0.0354
C 3.528340 3.606615 0.777227 0.0357 -0.0112 -0.0454
C 1.480438 2.011269 -1.442133 -0.0951 -0.0539 0.0533
C 1.488878 2.591042 -2.721127 0.0461 0.0505 0.0154
C 2.585279 2.336680 -3.718659 -0.0324 -0.0144 0.0185
C 0.458604 3.456177 -3.073834 -0.0073 0.0318 0.0077
C -0.580557 3.759042 -2.204137 -0.0123 0.0290 -0.0194
C -1.643144 4.748583 -2.601136 0.0461 0.0000 0.0119
C -0.587649 3.146777 -0.960246 0.0011 -0.0479 0.0086
C 0.423398 2.273261 -0.559237 -0.0386 -0.1025 -0.0269
C 0.322086 1.707438 0.836024 0.0984 0.0208 0.0363
H 3.091932 -3.285759 -1.776319 -0.0011 -0.0033 -0.0082
H 1.875393 -2.576079 -2.875501 -0.0132 0.0136 0.0093
H 1.622122 -4.181052 -2.144080 0.0209 0.0091 0.0025
H 5.080203 -0.000683 -2.619940 0.0109 -0.0141 -0.0290
H 6.797621 0.367921 -2.784337 -0.0004 0.0062 -0.0109
H 5.636698 1.069373 -3.904168 -0.0023 -0.0074 -0.0014
H 7.447144 2.812037 -2.798109 0.0029 -0.0066 0.0134
H 8.418202 4.899484 -2.246803 0.0066 0.0050 0.0059
H 8.270655 5.272662 -0.527025 0.0077 0.0029 -0.0058
H 7.283450 6.136353 -1.698517 0.0050 0.0013 0.0004
H 5.584188 5.182422 0.213783 -0.0005 -0.0093 0.0034
H 3.802122 4.449196 1.410714 0.0006 0.0072 -0.0130
H 3.374254 2.731896 1.411250 -0.0208 0.0050 0.0051
H 2.577328 3.839936 0.292916 -0.0180 -0.0172 0.0292
H 2.804581 1.270360 -3.797395 0.0112 0.0060 -0.0019
H 3.507228 2.835141 -3.413368 0.0027 -0.0098 -0.0214
H 2.304118 2.710970 -4.702016 -0.0052 0.0039 0.0027
H 0.478035 3.918880 -4.055308 0.0040 -0.0141 -0.0041
H -2.057173 4.513999 -3.583464 -0.0187 0.0044 -0.0082
H -1.222158 5.753613 -2.662153 -0.0150 0.0053 -0.0079
H -2.457102 4.775185 -1.876757 -0.0104 -0.0077 -0.0001
H -1.394149 3.364948 -0.266074 -0.0097 -0.0001 0.0009
H -0.630875 1.990302 1.275586 0.0689 0.0558 -0.0060
H 1.121273 2.089725 1.474391 0.0358 -0.0700 -0.0052
H 0.375947 0.610754 0.883134 0.1798 0.2720 -0.2270
N -1.446662 -3.669704 0.323726 -0.1453 -0.4145 -0.5424
C -2.146247 -3.659524 -0.624858 0.0450 -0.0103 0.0745
N -3.028283 -3.709626 -1.516440 -0.5413 -0.2230 0.0776
C -3.014761 -3.259367 -2.748093 0.3431 0.2106 -0.0144
N -3.074416 -2.843887 -3.825665 -0.0254 -0.0446 -0.0442

***

3.
48
Properties=species:S:1:pos:R:3:forces:R:3 method="wB97M-V/def2-TZVPD" lumo_ev="-7.44 / -7.44" e_tot_ha=-4447.8339 total_charge=+2 gap_ev="6.115 / 6.119" spin_multiplicity=2
Re -0.496492 -0.499690 -0.377685 -0.0565 -0.9418 0.6202
O 2.853508 6.321910 0.586715 1.7574 -0.5236 0.0148
C 1.774208 6.700210 0.588015 -0.0232 0.0195 -0.0110
O 0.678908 7.029410 0.582715 -1.7026 0.6158 0.0071
C 0.867308 4.007210 0.322015 0.0099 -0.0553 0.0205
C 1.862308 3.090210 0.231615 0.0338 -0.7886 -0.0306
C 1.448208 1.768810 -0.020285 0.2787 0.7987 0.2158
N 0.148808 1.468410 -0.160385 0.0518 -0.1370 -0.0548
C -0.805592 2.409710 -0.063685 0.1216 1.0866 0.2419
C -0.457992 3.749110 0.178015 -0.5406 -0.6048 -0.0628
C -2.182892 1.965810 -0.297685 -0.5588 0.2102 -0.0436
C -3.296492 2.790510 -0.156785 0.4166 -0.2558 -0.0045
C -4.545592 2.320610 -0.528785 0.0834 -0.2514 -0.1228
C -4.644692 1.042410 -1.057385 0.2913 0.1465 0.0996
C -3.499592 0.262710 -1.135085 -0.4516 -0.1902 -0.2823
N -2.302492 0.687310 -0.734385 0.6411 0.2025 0.3746
C 2.353608 0.642210 -0.238285 0.4525 -0.3304 -0.0496
C 3.738808 0.711310 -0.092785 -0.5056 0.0799 0.0458
C 4.520108 -0.370090 -0.459585 -0.3236 -0.1988 -0.1499
C 3.887608 -1.467390 -1.026985 0.1413 0.3320 0.1318
C 2.507608 -1.491390 -1.097585 -0.0008 -0.3254 -0.1926
N 1.734208 -0.489690 -0.660385 -0.5331 0.6980 0.1950
H 2.902908 3.344310 0.340215 0.1598 0.0557 -0.0182
H -1.212992 4.515010 0.233215 -0.0493 0.1567 -0.0131
H -3.197192 3.779710 0.258915 0.0569 0.1096 -0.0543
H -5.416692 2.951610 -0.434885 -0.0554 0.0164 0.0430
H -5.590092 0.648010 -1.389885 -0.0661 -0.0913 -0.0799
H -3.551892 -0.738390 -1.543085 0.0526 0.0526 0.0720
H 4.201908 1.594010 0.316615 -0.0105 0.1334 -0.0073
H 5.591308 -0.348690 -0.330385 0.0720 0.0299 -0.0168
H 4.458708 -2.304390 -1.392885 -0.0290 -0.1422 -0.0461
H 2.010608 -2.350390 -1.521685 -0.0605 -0.0194 0.1273
I -1.194892 -0.156590 2.710115 0.1434 -0.3628 -1.1358
C -2.623192 -1.756390 2.830615 -0.0980 -0.1798 -0.3442
I -3.184892 -2.531990 0.910115 0.1425 0.2668 0.5261
H -3.514692 -1.375190 3.320315 0.1278 0.0776 -0.0704
H -2.173492 -2.564990 3.398015 0.0661 0.0968 -0.0685
Br 1.663708 -6.895390 -0.306385 -0.2529 0.3620 0.0667
C 0.918708 -5.153690 -0.202085 0.0844 -0.1012 -0.1063
C 0.164008 -4.660090 -1.265385 0.2503 -0.3820 0.1746
C -0.265892 -3.348490 -1.242685 0.0785 0.7446 0.1567
C 0.028008 -2.497690 -0.159985 0.0794 -0.2159 0.1990
C 0.746808 -3.041890 0.914215 -0.3566 0.3080 -0.0638
C 1.185908 -4.350490 0.904815 0.0895 -0.2637 -0.2563
H -0.037592 -5.284390 -2.121985 -0.0541 -0.0963 -0.0393
H -0.818092 -2.968890 -2.098885 -0.0154 -0.0692 -0.0938
H 0.995408 -2.418390 1.765215 0.0394 0.0032 0.0298
H 1.770208 -4.735890 1.726515 0.0221 -0.0761 0.0563